35
Properties=species:S:1:pos:R:3:mulliken_spin:R:1 method="wB97M-V/def2-TZVPD" orbital_gap_ev="7.244 / 6.068" s2=0.760 total_charge=-1 multiplicity=2
Ag -5.0911 -22.9358 -5.8891 0.32
C -2.7554 -22.1904 -7.9021 -0.01
O -3.7213 -23.1138 -7.6294 0.34
H -1.7345 -22.6252 -7.8367 0.01
H -2.8795 -21.7535 -8.9124 0.01
H -2.7788 -21.3419 -7.1867 0.02
C -6.9306 -25.3434 -6.2056 -0.01
O -5.7178 -24.9067 -6.6603 0.27
H -7.1905 -24.9317 -5.2050 0.01
H -7.7726 -25.0602 -6.8735 0.00
H -6.9455 -26.4500 -6.1114 0.02
C -6.8470 -19.3129 -7.1032 0.00
C -6.3367 -20.5905 -6.4590 0.00
O -7.0049 -21.6297 -6.6069 0.00
O -5.2710 -20.5248 -5.7714 0.03
H -7.6856 -19.5443 -7.7551 0.00
H -6.0519 -18.8468 -7.6858 0.00
H -7.1576 -18.6134 -6.3254 0.00
C -3.5258 -21.9044 -2.8468 0.00
C -4.0414 -23.3364 -2.8506 0.01
C -5.5205 -23.3797 -2.5322 0.00
O -6.2920 -23.0207 -3.6414 0.01
C -7.6773 -23.0052 -3.3917 0.01
N -3.7639 -23.8986 -4.1848 -0.02
H -4.0871 -21.3335 -3.5947 0.00
H -2.4724 -21.8724 -3.1263 0.00
H -3.6979 -21.4321 -1.8786 0.00
H -3.5317 -23.9395 -2.0854 0.00
H -5.7152 -22.6762 -1.7016 0.00
H -5.8250 -24.3712 -2.1501 0.00
H -8.1483 -22.6622 -4.3117 0.00
H -7.9201 -22.2896 -2.5942 0.00
H -8.0425 -24.0074 -3.1411 0.00
H -2.7508 -23.9259 -4.2660 0.00
H -4.0238 -24.8825 -4.2323 0.00